ORCA calculation (ωB97M-V/def2-TZVPD) on a molecular structure, C55H59BrInN7O5S2.

Calculated values
* total charge: 0
* gap between HOMO and LUMO: 0.310 hartree
* energy: -6451.35927 hartree
* ΔE to the lowest compared entry with this formula, charge and spin: 35.2 kJ/mol
* LUMO: 0.0124 hartree

Last column: Löwdin charge in e.
Positions of all 130 atoms, in Å:
In -0.331 -0.030 1.182  0.539
C -2.447 4.887 -2.481  0.022
C -1.365 3.833 -2.593  -0.564
C -0.700 3.879 -3.953  0.009
O -1.883 2.511 -2.403  -0.020
C -1.443 1.965 -1.160  -0.160
C -0.510 3.029 -0.568  -0.145
O -0.411 4.034 -1.574  0.003
C 0.922 2.584 -0.144  -0.380
O 0.831 1.647 0.892  -0.265
C 1.639 3.803 0.494  -0.108
C 3.006 4.019 0.331  -0.045
C 3.657 5.064 0.977  -0.081
C 2.951 5.921 1.808  -0.097
C 1.595 5.699 2.008  -0.074
C 0.955 4.644 1.372  -0.006
C 1.764 2.065 -1.325  -0.125
C 2.158 2.896 -2.379  -0.047
C 2.994 2.434 -3.385  -0.076
C 3.475 1.129 -3.355  -0.099
C 3.105 0.298 -2.309  -0.088
C 2.254 0.765 -1.310  -0.052
C -2.612 1.542 -0.223  -0.409
O -2.055 1.056 0.961  -0.255
C -3.520 2.731 0.120  -0.143
C -4.555 3.117 -0.729  -0.047
C -5.417 4.145 -0.378  -0.085
C -5.260 4.803 0.836  -0.096
C -4.234 4.423 1.691  -0.074
C -3.375 3.387 1.337  -0.019
C -3.484 0.436 -0.849  -0.131
C -3.258 -0.135 -2.093  -0.024
C -4.047 -1.188 -2.555  -0.075
C -5.091 -1.666 -1.783  -0.100
C -5.345 -1.080 -0.544  -0.095
C -4.541 -0.055 -0.079  -0.030
H -3.244 4.688 -3.201  0.097
H -2.012 5.867 -2.685  0.094
H -2.870 4.892 -1.479  0.077
H -1.448 3.699 -4.728  0.095
H 0.078 3.119 -4.016  0.066
H -0.252 4.862 -4.115  0.096
H -0.882 1.048 -1.362  0.108
H -0.979 3.440 0.320  0.122
H 3.582 3.366 -0.314  0.107
H 4.721 5.209 0.824  0.099
H 3.451 6.748 2.298  0.097
H 1.028 6.349 2.663  0.102
H -0.091 4.474 1.592  0.113
H 1.821 3.923 -2.393  0.120
H 3.292 3.102 -4.185  0.103
H 4.150 0.775 -4.126  0.098
H 3.490 -0.715 -2.250  0.100
H 2.009 0.112 -0.485  0.074
H -4.684 2.608 -1.678  0.126
H -6.222 4.426 -1.047  0.102
H -5.937 5.600 1.117  0.097
H -4.112 4.919 2.647  0.100
H -2.596 3.058 2.014  0.117
H -2.473 0.252 -2.724  0.075
H -3.845 -1.626 -3.526  0.097
H -5.707 -2.484 -2.139  0.097
H -6.180 -1.425 0.058  0.104
H -4.723 0.384 0.895  0.132
C -2.278 -5.516 -0.906  -0.066
C -2.482 -5.489 0.602  -0.206
N -2.718 -4.133 1.109  -0.111
C -4.114 -3.780 1.370  -0.253
C -4.589 -4.259 2.733  -0.070
C -1.688 -3.312 1.351  -0.641
S -2.025 -1.786 2.112  0.802
N -0.488 -3.809 1.049  0.118
C 0.642 -3.120 0.927  -0.444
O 0.827 -1.886 0.859  -0.113
C 1.870 -3.963 0.724  -0.130
C 1.907 -5.308 1.077  -0.032
C 3.047 -6.061 0.833  -0.078
C 4.153 -5.476 0.228  -0.084
C 4.120 -4.133 -0.123  -0.092
C 2.982 -3.380 0.127  -0.035
H -2.216 -6.547 -1.260  0.074
H -1.354 -4.999 -1.166  0.068
H -3.108 -5.022 -1.419  0.072
H -1.609 -5.900 1.102  0.105
H -3.350 -6.087 0.879  0.112
H -4.711 -4.227 0.572  0.121
H -4.218 -2.703 1.291  0.052
H -4.533 -5.347 2.819  0.070
H -5.627 -3.960 2.894  0.079
H -3.978 -3.813 3.520  0.067
H 1.037 -5.755 1.540  0.102
H 3.067 -7.110 1.103  0.101
H 5.035 -6.070 0.019  0.103
H 4.982 -3.672 -0.590  0.097
H 2.930 -2.335 -0.154  0.104
C 3.216 -0.289 5.190  -0.029
N 2.250 -1.303 4.790  -0.110
C 2.372 -2.668 5.030  -0.050
C 1.287 -3.264 4.499  -0.054
N 0.514 -2.256 3.956  0.072
C 1.107 -1.061 4.115  -0.712
S 0.557 0.463 3.587  0.757
H 4.223 -0.667 5.023  0.090
H 3.089 -0.034 6.242  0.096
H 3.054 0.595 4.582  0.055
H 3.222 -3.080 5.544  0.125
H 1.009 -4.302 4.443  0.121
H -0.375 -2.337 3.468  0.023
C -0.637 0.191 -4.705  -0.022
N 0.299 -0.661 -3.974  -0.170
C 1.195 -1.521 -4.736  -0.041
C 0.064 -0.937 -2.702  -0.260
N -0.141 -1.143 -1.580  0.230
H -0.113 0.603 -5.567  0.095
H -0.965 1.013 -4.074  0.065
H -1.508 -0.370 -5.057  0.093
H 1.786 -0.905 -5.412  0.086
H 0.639 -2.258 -5.320  0.089
H 1.867 -2.038 -4.056  0.088
Br 6.872 -2.655 1.999  0.740
C 5.684 -1.202 1.758  -0.673
C 6.149 0.000 1.252  -0.109
C 5.253 1.052 1.155  -0.038
C 3.943 0.856 1.570  -0.120
N 3.499 -0.309 2.036  0.098
C 4.356 -1.328 2.129  -0.209
H 7.182 0.107 0.949  0.104
H 5.574 2.018 0.783  0.106
H 3.204 1.650 1.527  0.097
H 3.975 -2.266 2.522  0.101


ORCA calculation (ωB97M-V/def2-TZVPD) on a molecular structure, C55H60BBaBr2N10O3S4Si at a distorted geometry.

Calculated values
* total charge: -1
* gap between HOMO and LUMO: 0.171 hartree
* energy: -9985.88480 hartree
* LUMO: 0.0470 hartree

Last column: Löwdin charge in e.
Positions of all 137 atoms, in Å:
Ba -0.752 1.548 -2.267  1.736
C -4.569 0.897 2.053  -0.019
C -3.530 0.069 2.717  -0.198
C -3.554 -0.314 4.042  0.080
C -2.476 -1.054 4.595  -0.216
N -1.440 -1.418 3.880  0.197
N -1.431 -1.078 2.614  0.009
B -0.481 -1.237 1.397  -0.834
N -0.286 -2.685 1.004  -0.020
N -0.042 -3.455 2.059  0.166
C 0.202 -4.722 1.938  -0.214
C 0.284 -5.323 0.651  0.066
C 0.021 -4.562 -0.450  -0.258
C 0.085 -5.077 -1.844  -0.076
C -0.352 -3.184 -0.275  -0.708
S -0.853 -2.276 -1.575  0.687
C 0.318 -5.460 3.264  -0.542
C 1.227 -4.667 4.210  -0.047
C -1.103 -5.515 3.846  -0.044
C 0.852 -6.882 3.089  -0.061
N 0.778 -0.411 1.652  0.031
N 0.578 0.458 2.645  0.160
C 1.515 1.233 3.082  -0.219
C 2.806 1.219 2.486  0.039
C 3.038 0.377 1.444  -0.259
C 4.342 0.305 0.726  -0.090
C 1.986 -0.506 1.005  -0.634
S 2.277 -1.612 -0.196  0.791
C 1.188 2.084 4.289  -0.535
C 2.013 1.556 5.472  -0.037
C 1.549 3.551 4.043  -0.054
C -0.303 1.968 4.605  -0.045
C -2.399 -0.357 2.005  -0.455
S -1.873 -0.291 0.382  0.947
C -2.488 -1.453 6.058  -0.546
C -2.716 -0.219 6.941  -0.040
C -3.629 -2.453 6.294  -0.035
C -1.151 -2.089 6.441  -0.048
H -5.391 1.128 2.726  0.085
H -4.951 0.374 1.177  0.099
H -4.112 1.819 1.686  0.061
H -4.395 -0.036 4.658  0.121
H 0.566 -6.358 0.538  0.112
H 0.433 -6.107 -1.884  0.080
H 0.743 -4.429 -2.423  0.079
H -0.900 -4.995 -2.302  0.079
H 0.866 -3.648 4.292  0.061
H 2.242 -4.636 3.823  0.086
H 1.250 -5.124 5.197  0.082
H -1.476 -4.505 3.986  0.059
H -1.113 -6.039 4.800  0.083
H -1.770 -6.030 3.158  0.088
H 1.823 -6.874 2.596  0.087
H 0.162 -7.483 2.499  0.080
H 0.970 -7.358 4.061  0.083
H 3.586 1.864 2.859  0.117
H 5.079 0.970 1.170  0.078
H 4.196 0.569 -0.323  0.059
H 4.704 -0.723 0.738  0.066
H 3.077 1.690 5.291  0.079
H 1.821 0.498 5.637  0.083
H 1.751 2.108 6.372  0.082
H 2.606 3.661 3.804  0.072
H 1.347 4.131 4.941  0.086
H 0.951 3.959 3.232  0.040
H -0.568 0.927 4.771  0.054
H -0.891 2.348 3.773  0.087
H -0.545 2.549 5.492  0.086
H -3.674 0.252 6.735  0.076
H -1.929 0.513 6.777  0.075
H -2.704 -0.505 7.992  0.087
H -4.590 -2.028 6.015  0.079
H -3.672 -2.727 7.347  0.086
H -3.477 -3.357 5.709  0.084
H -0.340 -1.390 6.261  0.077
H -0.965 -2.975 5.844  0.059
H -1.150 -2.363 7.495  0.088
Br 1.831 4.291 0.426  0.723
C 3.705 4.368 -0.201  -0.999
Br 3.957 3.551 -1.937  0.620
H 4.326 3.835 0.515  -0.015
H 4.002 5.412 -0.281  -0.008
O -2.873 3.148 0.520  -0.306
S -1.736 3.978 0.213  0.607
O -0.928 4.358 1.349  -0.377
N -0.820 3.346 -0.931  -0.453
C -0.823 4.057 -2.038  -0.716
O -0.248 3.717 -3.068  -0.168
C -1.639 5.306 -1.952  -0.123
C -1.818 6.256 -2.944  0.015
C -2.625 7.348 -2.660  -0.064
C -3.239 7.480 -1.421  -0.068
C -3.064 6.512 -0.436  -0.034
C -2.255 5.435 -0.720  -0.177
H -1.334 6.140 -3.902  0.126
H -2.779 8.100 -3.420  0.105
H -3.862 8.345 -1.228  0.105
H -3.551 6.596 0.524  0.118
C -1.687 -2.115 -7.410  -0.108
C -1.238 -2.581 -6.184  -0.102
C -0.457 -1.770 -5.383  -0.151
C -0.087 -0.488 -5.784  -0.325
C -0.543 -0.041 -7.019  -0.102
C -1.341 -0.840 -7.820  -0.104
Si 0.956 0.575 -4.584  0.617
C 1.456 2.121 -5.614  -0.308
C 0.473 3.015 -6.035  -0.156
C 0.793 4.172 -6.719  -0.108
C 2.116 4.474 -7.001  -0.122
C 3.108 3.607 -6.578  -0.108
C 2.780 2.447 -5.895  -0.101
C 2.613 -0.412 -4.500  -0.306
C 2.879 -1.518 -5.302  -0.094
C 4.091 -2.181 -5.232  -0.103
C 5.078 -1.744 -4.366  -0.118
C 4.830 -0.652 -3.551  -0.109
C 3.610 -0.007 -3.616  -0.160
H -2.305 -2.744 -8.035  0.092
H -1.520 -3.569 -5.849  0.094
H -0.123 -2.129 -4.419  0.065
H -0.270 0.947 -7.360  0.081
H -1.698 -0.463 -8.770  0.090
H -0.563 2.798 -5.805  0.097
H 0.013 4.854 -7.027  0.091
H 2.368 5.376 -7.544  0.087
H 4.146 3.840 -6.771  0.091
H 3.569 1.785 -5.567  0.087
H 2.119 -1.862 -5.989  0.090
H 4.267 -3.042 -5.862  0.092
H 6.031 -2.253 -4.325  0.088
H 5.592 -0.304 -2.867  0.092
H 3.422 0.843 -2.975  0.037
N -4.356 -3.833 -4.323  0.067
C -4.068 -2.724 -4.161  -0.446
N -3.936 -1.460 -4.033  0.098
C -3.094 -0.626 -3.650  -0.421
N -2.443 0.292 -3.322  -0.210


ORCA calculation (ωB97M-V/def2-TZVPD) on a molecular structure, C55H63BiN4O5Sb2Si at a distorted geometry.

Calculated values
* total charge: 0
* gap between HOMO and LUMO: 0.264 hartree
* energy: -3713.28015 hartree
* ΔE to the lowest compared entry with this formula, charge and spin: 335.0 kJ/mol
* LUMO: 0.0031 hartree

Last column: Löwdin charge in e.
Positions of all 131 atoms, in Å:
Bi 0.991 -0.110 0.314  1.806
C 1.147 -4.049 4.929  -0.041
O 2.408 -3.446 5.182  -0.123
C 3.495 -4.030 4.570  -0.229
C 4.529 -4.482 5.384  0.004
C 5.651 -5.085 4.851  -0.077
C 5.744 -5.262 3.481  -0.080
C 4.744 -4.781 2.660  -0.009
C 3.627 -4.130 3.178  -0.154
N 2.677 -3.667 2.251  0.151
C 2.109 -2.437 2.119  -0.334
N 2.389 -1.539 3.071  0.184
C 1.896 -0.256 3.355  -0.202
C 1.129 0.505 2.489  -0.312
C 0.660 1.737 2.926  -0.157
C 0.985 2.222 4.178  -0.080
C 1.820 1.497 5.015  -0.018
C 2.280 0.254 4.614  -0.204
O 3.121 -0.545 5.337  -0.100
C 3.637 -0.047 6.545  -0.069
N 1.401 -2.178 1.034  -0.038
C 1.190 -3.166 0.049  -0.214
C 1.492 -2.777 -1.321  -0.112
C 1.544 -3.833 -2.422  -0.268
C 0.992 -5.158 -1.981  0.002
C 0.542 -5.371 -0.741  -0.019
C 0.627 -4.375 0.308  -0.256
O 0.153 -4.683 1.584  -0.133
C -1.254 -4.529 1.677  -0.063
H 0.404 -3.355 5.320  0.101
H 1.068 -5.001 5.466  0.101
H 0.971 -4.220 3.865  0.071
H 4.421 -4.362 6.449  0.121
H 6.437 -5.435 5.501  0.106
H 6.595 -5.763 3.051  0.105
H 4.815 -4.894 1.589  0.120
H 2.587 -4.239 1.417  0.141
H 2.900 -1.899 3.873  0.124
H 0.034 2.327 2.269  0.034
H 0.611 3.179 4.504  0.106
H 2.106 1.914 5.967  0.105
H 4.329 -0.807 6.900  0.095
H 2.848 0.098 7.288  0.100
H 4.180 0.889 6.388  0.100
H 2.311 -2.064 -1.388  0.117
H 2.522 -3.989 -2.905  0.148
H 0.942 -5.925 -2.739  0.111
H 0.126 -6.328 -0.459  0.118
H -1.512 -4.729 2.715  0.091
H -1.778 -5.237 1.026  0.096
H -1.555 -3.511 1.406  0.075
C -0.737 1.904 -1.937  -0.410
C -1.539 3.177 -1.789  -0.377
C -1.589 3.676 -0.351  -0.374
Sb -2.879 2.806 1.257  1.468
C -4.705 3.857 0.763  -0.430
C -4.971 4.291 -0.524  -0.137
C -6.188 4.872 -0.838  -0.084
C -7.155 5.027 0.140  -0.093
C -6.897 4.601 1.432  -0.091
C -5.679 4.018 1.737  -0.151
C -3.841 0.893 0.792  -0.381
C -3.277 -0.246 1.348  -0.181
C -3.973 -1.443 1.362  -0.114
C -5.242 -1.517 0.817  -0.085
C -5.811 -0.387 0.257  -0.097
C -5.117 0.813 0.252  -0.133
Sb -0.549 1.005 -3.947  1.542
C -2.404 -0.104 -3.899  -0.395
C -3.447 0.221 -3.046  -0.127
C -4.651 -0.459 -3.111  -0.083
C -4.818 -1.478 -4.033  -0.090
C -3.771 -1.833 -4.867  -0.093
C -2.572 -1.145 -4.800  -0.153
C -1.552 2.659 -5.001  -0.392
C -2.636 2.459 -5.843  -0.131
C -3.139 3.489 -6.621  -0.098
C -2.561 4.746 -6.561  -0.108
C -1.456 4.954 -5.751  -0.102
C -0.952 3.909 -4.998  -0.176
H -1.161 1.129 -1.301  -0.016
H 0.292 2.066 -1.605  0.011
H -2.547 3.035 -2.182  0.079
H -1.080 3.960 -2.401  0.086
H -1.913 4.719 -0.327  0.044
H -0.584 3.645 0.079  0.026
H -4.224 4.168 -1.293  0.084
H -6.378 5.206 -1.848  0.104
H -8.109 5.472 -0.105  0.101
H -7.648 4.730 2.201  0.101
H -5.481 3.674 2.744  0.090
H -2.290 -0.203 1.789  0.078
H -3.539 -2.325 1.808  0.091
H -5.791 -2.446 0.856  0.103
H -6.813 -0.438 -0.151  0.106
H -5.594 1.693 -0.160  0.092
H -3.330 1.012 -2.317  0.080
H -5.463 -0.181 -2.452  0.085
H -5.771 -1.984 -4.106  0.098
H -3.889 -2.644 -5.571  0.101
H -1.750 -1.417 -5.447  0.099
H -3.099 1.482 -5.886  0.085
H -3.978 3.310 -7.283  0.098
H -2.956 5.556 -7.159  0.095
H -0.978 5.926 -5.718  0.097
H -0.073 4.067 -4.385  0.087
N -1.653 -1.601 -0.812  0.032
C -1.131 -2.558 -1.772  -0.157
C 0.283 -2.148 -2.222  -0.617
O 0.677 -3.108 -3.285  -0.012
O 0.435 -0.897 -2.470  -0.326
H -2.649 -1.762 -0.693  0.061
H -1.561 -0.688 -1.252  0.005
H -1.715 -2.589 -2.704  0.116
H -1.128 -3.553 -1.327  0.102
C 3.270 0.515 -2.857  -0.180
Si 4.032 1.024 -1.196  0.469
C 3.910 2.919 -0.960  -0.180
C 5.881 0.528 -1.184  -0.191
C 3.240 0.148 0.302  -0.427
H 3.912 0.776 -3.694  0.033
H 2.306 0.992 -3.018  -0.034
H 3.081 -0.552 -2.913  0.017
H 4.617 3.437 -1.603  0.023
H 4.124 3.214 0.063  0.021
H 2.918 3.287 -1.207  0.011
H 6.428 1.085 -1.938  0.020
H 6.008 -0.528 -1.402  0.020
H 6.349 0.724 -0.224  0.020
H 3.487 0.653 1.229  -0.001
H 3.640 -0.858 0.380  -0.002